1.
DFT (ωB97M-V/def2-TZVPD) results for 4 unconnected molecules or ions with the total composition C19H40BN6O4S.

```
! RIJCOSX wB97M-V def2-TZVPD def2/J DEFGRID3
* xyz 1 1
C 3.025 -2.740 2.410
C 2.341 -3.390 1.469
C 1.703 -2.635 0.374
C 0.534 -1.967 0.411
S -0.559 -1.843 1.751
N 0.343 -1.383 -0.848
C -0.877 -0.617 -1.164
C -1.319 -0.624 -2.618
C 1.395 -1.657 -1.606
N 1.579 -1.207 -2.897
C 2.247 0.103 -3.066
C 1.653 1.237 -2.243
N 2.240 -2.462 -0.905
B 3.524 -3.099 -1.340
C 4.556 -2.489 -2.343
O 3.717 -4.318 -0.776
H 3.755 -3.251 3.026
H 2.871 -1.678 2.582
H 2.197 -4.462 1.534
H -0.505 -0.519 1.983
H -0.790 0.398 -0.771
H -1.664 -1.093 -0.577
H -2.299 -0.143 -2.635
H -0.683 -0.061 -3.286
H -1.469 -1.644 -2.976
H 2.004 -1.920 -3.474
H 2.201 0.374 -4.122
H 3.313 0.042 -2.819
H 2.036 2.175 -2.650
H 1.973 1.204 -1.199
H 0.569 1.290 -2.309
H 5.415 -2.087 -1.795
H 4.179 -1.739 -3.031
H 4.949 -3.310 -2.951
H 4.652 -4.525 -0.660
C -0.486 -0.217 7.692
C -0.063 -0.476 6.266
O 1.087 -0.327 5.888
N -1.023 -0.887 5.389
C -2.438 -1.117 5.622
H 0.388 0.101 8.251
H -1.242 0.568 7.739
H -0.889 -1.121 8.149
H -0.653 -1.044 4.465
H -2.696 -2.154 5.403
H -3.043 -0.473 4.979
H -2.689 -0.910 6.657
C -2.842 4.054 2.995
C -2.472 2.627 3.321
O -2.812 1.693 2.607
N -1.740 2.408 4.444
C -1.251 3.381 5.403
H -3.420 4.053 2.077
H -3.445 4.491 3.791
H -1.950 4.665 2.853
H -1.521 1.436 4.608
H -0.162 3.343 5.459
H -1.652 3.171 6.396
H -1.550 4.383 5.116
C -0.607 2.495 -6.672
C -1.552 1.477 -6.079
O -1.582 1.249 -4.875
N -2.377 0.820 -6.926
C -2.484 0.960 -8.367
H -0.024 2.929 -5.865
H 0.070 2.029 -7.388
H -1.157 3.290 -7.174
H -2.985 0.159 -6.469
H -3.492 1.272 -8.643
H -2.274 0.009 -8.857
H -1.781 1.701 -8.731
*
```

The gap between HOMO and LUMO is 9.1 eV. As for the HOMO energy: -11.4 eV. As for the LUMO energy: -2.344 eV.

=====

2.
DFT (ωB97M-V/def2-TZVPD) results for 3 unconnected molecules or ions with the total composition C19H40Br2F9N2PS.

```
! RIJCOSX wB97M-V def2-TZVPD def2/J DEFGRID3
* xyz 0 1
C 1.371 2.043 0.670
C 1.375 0.551 0.387
Br 2.333 0.258 -1.297
C 1.823 -0.352 1.542
Br 3.080 0.510 2.764
P 2.517 -2.010 1.014
C 2.667 -2.857 2.666
C 3.673 -4.014 2.734
C 5.141 -3.655 2.519
F 5.327 -2.342 2.312
F 5.821 -3.953 3.673
C 5.966 -4.489 1.463
F 7.250 -4.195 1.628
F 5.766 -5.773 1.777
S 5.593 -4.304 -0.402
F 4.045 -4.552 -0.068
F 5.780 -5.858 -0.642
F 7.108 -4.080 -0.776
F 5.412 -2.744 -0.211
F 5.206 -4.142 -1.918
H 0.815 2.540 -0.129
H 0.866 2.258 1.616
H 2.380 2.453 0.685
H 0.351 0.244 0.167
H 0.916 -0.498 2.133
H 1.243 -2.561 0.731
H 2.909 -2.130 3.441
H 1.700 -3.288 2.938
H 3.382 -4.846 2.094
H 3.642 -4.392 3.759
C -1.256 4.401 -1.086
C -0.841 3.874 -2.451
N -1.808 2.945 -3.009
C -1.296 2.173 -4.129
C -0.914 2.925 -5.408
C -3.164 3.453 -3.142
C -3.374 4.731 -3.962
H -1.505 3.569 -0.425
H -0.434 4.962 -0.639
H -2.116 5.070 -1.135
H 0.098 3.323 -2.346
H -0.622 4.726 -3.114
H -2.038 1.407 -4.371
H -0.414 1.635 -3.768
H -1.787 3.284 -5.952
H -0.365 2.257 -6.075
H -0.268 3.779 -5.197
H -3.559 3.625 -2.137
H -3.772 2.647 -3.561
H -2.673 5.515 -3.670
H -4.381 5.115 -3.791
H -3.264 4.562 -5.032
C -2.354 1.317 0.262
C -3.128 0.028 0.497
N -2.392 -0.950 1.283
C -2.962 -2.286 1.234
C -4.360 -2.493 1.827
C -1.936 -0.497 2.587
C -2.974 0.030 3.583
H -1.370 1.103 -0.158
H -2.891 1.949 -0.447
H -2.221 1.893 1.179
H -3.336 -0.436 -0.471
H -4.107 0.278 0.934
H -2.259 -2.965 1.725
H -2.985 -2.585 0.182
H -4.356 -2.446 2.916
H -4.735 -3.478 1.544
H -5.070 -1.753 1.456
H -1.195 0.293 2.422
H -1.382 -1.324 3.043
H -3.652 0.747 3.116
H -2.467 0.544 4.401
H -3.574 -0.768 4.018
*
```

The gap between HOMO and LUMO is 8.6 eV. As for the HOMO energy: -8.2 eV. As for the LUMO energy: 0.451 eV. The structure (SMILES) is C[C@@H](Br)[C@H](Br)PCCC(F)(F)C(F)(F)S(F)(F)(F)(F)F.CCN(CC)CC.CCN(CC)CC.

=====

3.
DFT (ωB97M-V/def2-TZVPD) results for a molecular structure, C19H40ClFGaO13S3 at a distorted geometry.

```
! RIJCOSX wB97M-V def2-TZVPD def2/J DEFGRID3
* xyz -1 1
C 3.151 -3.778 -0.697
C 1.734 -3.036 -1.128
C 2.179 -1.577 -1.801
C 0.794 -0.718 -2.167
C 0.808 0.809 -1.562
Ga -0.586 1.165 -0.072
Cl -0.367 3.418 0.465
C -2.557 0.911 -0.647
C -2.996 -0.651 -0.932
C -4.346 -1.108 -0.073
C -4.137 -2.477 0.805
C -3.603 -3.774 -0.053
O -4.649 -4.184 -0.997
C -4.203 -4.176 -2.394
C -0.114 0.143 1.708
C -1.447 -0.443 2.482
F 0.894 -0.938 1.499
H 3.734 -3.206 0.162
H 3.848 -3.707 -1.661
H 3.001 -4.895 -0.360
H 0.990 -2.881 -0.230
H 1.168 -3.651 -1.974
H 2.727 -1.867 -2.816
H 2.904 -0.962 -1.080
H 0.812 -0.610 -3.356
H -0.191 -1.326 -1.929
H 1.867 1.000 -1.096
H 0.626 1.564 -2.444
H -3.223 1.288 0.267
H -2.877 1.601 -1.562
H -2.111 -1.418 -0.844
H -3.337 -0.685 -2.075
H -4.687 -0.267 0.701
H -5.275 -1.286 -0.781
H -3.443 -2.285 1.728
H -5.213 -2.771 1.226
H -2.536 -3.630 -0.509
H -3.500 -4.664 0.737
H -3.046 -4.156 -2.558
H -4.728 -3.284 -2.941
H -4.585 -5.189 -2.894
H 0.374 0.932 2.452
H -2.433 -0.053 1.976
H -1.514 -0.115 3.623
H -1.474 -1.619 2.408
C -3.883 5.429 -2.913
C -4.805 5.211 -1.716
O -3.994 4.578 -0.730
S -2.460 5.110 -0.883
O -2.252 6.170 0.078
O -1.588 3.964 -0.993
O -2.618 5.786 -2.359
H -3.755 4.504 -3.485
H -4.245 6.219 -3.576
H -5.669 4.589 -1.964
H -5.151 6.167 -1.307
C 7.608 -2.017 -2.370
C 8.063 -0.701 -1.745
O 6.952 0.182 -1.884
S 5.573 -0.685 -1.799
O 5.070 -0.600 -0.446
O 4.769 -0.378 -2.958
O 6.237 -2.160 -2.003
H 7.666 -1.975 -3.462
H 8.191 -2.869 -2.008
H 8.947 -0.289 -2.238
H 8.267 -0.822 -0.676
C 1.908 1.207 5.305
C 2.363 2.523 5.930
O 1.252 3.406 5.791
S -0.127 2.539 5.876
O -0.630 2.624 7.229
O -0.931 2.846 4.716
O 0.537 1.064 5.672
H 1.966 1.248 4.212
H 2.491 0.355 5.667
H 3.247 2.934 5.437
H 2.567 2.402 6.999
*
```

The gap between HOMO and LUMO is 5.5 eV. As for the HOMO energy: -3.6 eV. As for the LUMO energy: 1.868 eV.

=====

Among the records above, which one has the lowest gap between HOMO and LUMO?
C19H40ClFGaO13S3

=====

What is the gap between HOMO and LUMO in the second record?
8.6 eV

=====

Among the records above, which one has the highest gap between HOMO and LUMO?
C19H40BN6O4S